(i)
{
  "formula": "C3H8S",
  "method": "wB97M-V/def2-TZVPD",
  "homo_lumo_gap_ev": 6.588,
  "homo_ev": -9.42,
  "lumo_energy_ha": -0.104,
  "total_charge": 0,
  "symbols": ["C", "C", "C", "S", "H", "H", "H", "H", "H", "H", "H", "H"],
  "coordinates": [[0.227, -1.121, -0.784], [0.775, 0.063, 0.031], [-0.180, 1.213, 0.327], [-2.396, -0.442, 1.394], [0.902, -1.346, -1.607], [-0.733, -0.855, -1.230], [0.123, -2.001, -0.159], [0.923, -0.315, 1.047], [1.766, 0.374, -0.293], [0.276, 1.949, 0.982], [-0.604, 1.709, -0.544], [-1.078, 0.772, 0.838]],
  "nbo_charge": [-0.616, -0.423, -0.437, -0.175, 0.210, 0.214, 0.223, 0.207, 0.218, 0.229, 0.216, 0.133]
}



(ii)
{
  "formula": "C3H8S",
  "method": "wB97M-V/def2-TZVPD",
  "homo_lumo_gap_ev": 8.375,
  "homo_ev": -9.04,
  "lumo_energy_ha": -0.024,
  "total_charge": 0,
  "symbols": ["C", "C", "C", "S", "H", "H", "H", "H", "H", "H", "H", "H"],
  "coordinates": [[-0.457, -1.257, -0.924], [-0.630, 0.126, -0.321], [0.581, 0.598, 0.507], [0.327, 2.250, 1.089], [-1.332, -1.583, -1.504], [0.360, -1.303, -1.646], [-0.287, -2.032, -0.128], [-1.525, 0.191, 0.317], [-0.792, 0.895, -1.084], [0.709, -0.092, 1.345], [1.498, 0.556, -0.096], [1.548, 1.651, 2.444]],
  "nbo_charge": [-0.609, -0.413, -0.552, 0.010, 0.216, 0.207, 0.205, 0.206, 0.197, 0.207, 0.203, 0.122]
}



We find (ii) to be the most stable, with the next structure 145.2 kJ/mol higher.